Record 1
{
  "formula": "C24H25N13O3S2Ti",
  "method": "wB97M-V/def2-TZVPD",
  "species": ["Ti", "N", "C", "C", "O", "N", "C", "C", "O", "O", "H", "H", "H", "H", "H", "H", "S", "C", "N", "C", "C", "N", "C", "C", "C", "C", "C", "C", "C", "C", "S", "C", "C", "C", "C", "C", "C", "C", "H", "H", "H", "H", "H", "H", "H", "H", "H", "H", "H", "H", "H", "H", "H", "H", "H", "H", "N", "C", "N", "N", "N", "N", "C", "N", "N", "N", "N", "H"],
  "coordinates": [[-0.0607, 0.0296, -0.2885], [-1.4906, -2.4051, 0.7612], [-0.3500, -2.7769, 1.5922], [0.9279, -2.7105, 0.7733], [1.7895, -3.5758, 0.9109], [0.9968, -1.6789, -0.1061], [2.1993, -1.6625, -0.9322], [2.0000, -0.6810, -2.0677], [2.7525, -0.6402, -3.0174], [0.9538, 0.0959, -1.9018], [-2.3590, -2.4040, 1.2762], [-1.5836, -3.0102, -0.0416], [-0.3960, -3.7745, 2.0328], [-0.2615, -2.0470, 2.4008], [2.4245, -2.6446, -1.3392], [3.0691, -1.3398, -0.3580], [1.8163, 0.9553, 1.0245], [1.5259, 2.6840, 1.1963], [2.4268, 3.4096, 2.0305], [2.3984, 4.8385, 1.9163], [0.9554, 5.3330, 1.8237], [0.2987, 4.7012, 0.7159], [-0.2822, 5.5503, -0.2917], [0.7693, 6.2388, -1.1392], [0.9107, 7.6198, -1.1710], [1.9148, 8.2193, -1.9281], [2.7898, 7.4339, -2.6602], [2.6580, 6.0480, -2.6312], [1.6586, 5.4540, -1.8768], [0.5470, 3.3184, 0.5106], [-0.4620, 2.5016, -0.6822], [3.0413, 2.8599, 3.2172], [2.2327, 3.1225, 4.4730], [2.6870, 3.9531, 5.4887], [1.8945, 4.2130, 6.6051], [0.6377, 3.6378, 6.7079], [0.1760, 2.8012, 5.6943], [0.9662, 2.5461, 4.5851], [2.9438, 5.1823, 1.0245], [2.8754, 5.2726, 2.7984], [0.9500, 6.4156, 1.6684], [0.4457, 5.1172, 2.7740], [-0.9303, 6.3018, 0.1758], [-0.9098, 4.9317, -0.9303], [0.2264, 8.2344, -0.5930], [2.0137, 9.2995, -1.9396], [3.5747, 7.8950, -3.2496], [3.3392, 5.4264, -3.2014], [1.5516, 4.3720, -1.8450], [4.0477, 3.2795, 3.3343], [3.1497, 1.7864, 3.0805], [3.6714, 4.4063, 5.4040], [2.2601, 4.8682, 7.3894], [0.0162, 3.8384, 7.5740], [-0.8031, 2.3396, 5.7605], [0.6070, 1.8866, 3.8004], [-3.4592, 0.4032, 0.3610], [-2.6215, 0.4329, 1.4471], [-3.0728, 0.5775, 2.6752], [-1.9527, 0.5440, 3.4364], [-0.9071, 0.3802, 2.7117], [-1.2917, 0.3097, 1.4042], [-3.0971, -0.0373, -0.8809], [-3.9603, -0.3608, -1.8170], [-3.1836, -0.7682, -2.8571], [-1.9416, -0.7099, -2.5609], [-1.8379, -0.2267, -1.2839], [-4.4417, 0.4468, 0.5555]],
  "atomic_forces_ev_per_a": [[1.23, 1.03, 0.47], [0.22, -0.12, 0.02], [-0.06, 0.11, -0.09], [-0.13, 0.11, -0.14], [0.10, 0.01, 0.02], [0.36, -0.13, -0.02], [-0.17, -0.01, 0.07], [-0.17, -0.01, -0.06], [0.07, 0.07, -0.06], [0.11, -0.39, -0.43], [-0.06, 0.07, 0.08], [-0.02, -0.12, -0.08], [0.00, -0.09, -0.01], [-0.04, 0.02, 0.05], [0.01, -0.15, -0.01], [0.12, 0.03, 0.05], [-0.49, -0.13, -0.15], [0.04, 0.16, 0.28], [0.35, -0.23, -0.40], [-0.03, 0.09, 0.03], [0.10, 0.02, 0.00], [-0.49, -0.19, 0.20], [0.22, -0.04, -0.12], [0.00, -0.01, -0.03], [0.01, 0.04, -0.02], [-0.05, 0.02, 0.04], [0.02, -0.02, -0.01], [-0.02, -0.04, 0.00], [0.04, -0.06, -0.03], [0.05, 0.22, -0.02], [0.11, -0.33, 0.10], [-0.32, -0.03, 0.12], [-0.02, -0.06, -0.05], [0.00, 0.06, 0.04], [0.07, 0.01, -0.03], [-0.02, -0.01, -0.01], [-0.04, -0.01, 0.01], [-0.01, -0.04, 0.01], [-0.04, -0.03, 0.00], [0.05, 0.02, 0.00], [-0.03, 0.01, 0.02], [0.01, -0.04, -0.03], [0.05, -0.01, 0.04], [-0.06, -0.04, -0.03], [0.02, -0.01, -0.01], [-0.01, -0.02, 0.00], [-0.02, -0.01, 0.02], [-0.03, 0.01, 0.02], [0.02, 0.08, -0.02], [-0.02, 0.03, -0.03], [0.00, -0.09, -0.06], [-0.03, -0.01, 0.01], [0.00, -0.02, -0.02], [0.02, 0.00, -0.02], [0.04, 0.01, -0.03], [-0.03, 0.02, 0.01], [0.04, 0.10, -0.02], [0.27, 0.02, 0.08], [0.10, 0.05, 0.21], [-0.06, -0.07, 0.09], [-0.26, 0.11, -0.22], [-0.50, 0.07, 0.59], [0.21, -0.16, -0.21], [-0.09, -0.03, -0.27], [-0.09, -0.12, 0.05], [-0.19, 0.23, 0.26], [-0.35, 0.06, -0.26], [-0.09, 0.01, 0.01]],
  "relative_energy_kcal_mol": 26.40,
  "homo_energy_ev": -0.91,
  "e_tot_ha": -3513.18794,
  "charge": -2,
  "orbital_gap_ev": 5.22
}


Record 2
{
  "formula": "H12O10SZn",
  "method": "wB97M-V/def2-TZVPD",
  "species": ["Zn", "S", "O", "O", "O", "O", "O", "H", "H", "O", "H", "H", "O", "H", "H", "O", "H", "H", "O", "H", "H", "O", "H", "H"],
  "coordinates": [[0.2109, -0.4308, -0.5870], [-0.0488, 2.4445, 0.9991], [-0.0603, 0.8914, 0.8132], [0.0815, 2.9647, -0.4268], [-1.3320, 2.7856, 1.6203], [1.1509, 2.7528, 1.7671], [0.4177, -1.9655, -2.0906], [1.1349, -1.8587, -2.7393], [-0.0354, -2.7942, -2.3049], [-0.7870, 0.8416, -1.8889], [-1.2755, 0.8836, -2.7196], [-0.5998, 1.8624, -1.4937], [-1.7476, -1.2801, -0.1197], [-2.5795, -1.3237, -0.6112], [-1.9415, -1.5693, 0.7942], [1.0142, -1.7207, 0.8813], [1.9469, -1.7538, 1.1431], [0.5541, -2.3767, 1.4303], [-0.9755, -0.6672, 2.9511], [-1.5895, -0.0746, 3.4068], [-0.5912, -0.0762, 2.2265], [2.0556, 0.5950, -0.9130], [2.0097, 1.4171, -1.4479], [2.9873, 0.4528, -0.6902]],
  "atomic_forces_ev_per_a": [[-0.73, 1.21, 0.58], [0.00, -0.38, -0.40], [-0.27, -0.32, 0.46], [-0.53, -0.81, 0.02], [1.07, -0.07, -0.52], [-0.65, 0.13, -0.30], [0.48, -0.14, -0.56], [-0.38, -0.04, 0.29], [0.07, 0.31, 0.23], [0.43, 2.23, 0.28], [0.23, 0.04, 0.24], [-0.13, -1.71, 0.03], [-0.32, -0.90, 0.33], [0.29, 0.22, 0.14], [0.13, 0.54, -0.25], [0.45, -0.86, 0.15], [-0.39, 0.20, 0.02], [0.04, 0.46, -0.08], [0.16, 0.42, -1.03], [0.19, -0.12, -0.11], [-0.33, -0.25, 0.75], [0.78, 0.05, -1.06], [-0.22, -0.36, 0.76], [-0.37, 0.17, 0.02]],
  "relative_energy_kcal_mol": 9.19,
  "homo_energy_ev": -7.73,
  "e_tot_ha": -2937.15854,
  "orbital_gap_ev": 6.62
}